1.
Molecular formula: C43H54Br41N2O6PS
Method: DFT, ωB97M-V/def2-TZVPD

Structure (XYZ):
```
148
Properties=species:S:1:pos:R:3
C 0.24 -0.52 3.79
C 1.05 0.63 3.74
C 0.73 1.74 2.66
C 2.11 2.20 2.05
C 2.61 1.33 0.99
C 3.88 1.60 0.28
C 4.59 2.81 0.70
C 4.09 3.70 1.76
C 4.95 4.97 2.04
O 4.24 6.20 1.91
C 4.21 6.66 0.55
C 3.65 8.15 0.61
O 2.89 8.49 -0.55
C 1.53 8.05 -0.40
C 0.58 9.11 0.28
C 2.82 3.43 2.48
C 2.21 4.35 3.57
Br 3.47 4.87 5.00
C 1.43 5.59 2.96
C 0.64 5.17 1.65
Br 0.00 6.19 4.23
N 4.37 0.74 -0.77
C 3.33 0.43 -1.76
C 3.69 0.61 -3.17
C 2.67 0.29 -4.17
C 1.32 -0.18 -3.79
C 0.33 -0.44 -4.97
C -0.01 -1.97 -5.09
C -1.09 -2.29 -6.22
C -2.57 -2.37 -5.69
C -2.80 -3.38 -4.51
O -3.66 -4.50 -4.86
C -4.73 -4.59 -3.96
C -4.54 -4.85 -2.43
O -5.84 -4.43 -4.40
C 0.93 -0.36 -2.36
P -0.74 -0.92 -1.80
N -1.31 -0.02 -0.62
O -0.60 -2.52 -1.36
O -1.91 -0.85 -3.00
C 1.98 -0.04 -1.37
S 1.72 -0.16 0.43
H -0.83 -0.44 4.18
H 0.55 -1.53 3.41
H 1.90 0.70 4.46
H 0.15 2.59 3.10
H 0.08 1.29 1.86
H 5.54 3.04 0.14
H 5.85 4.96 1.35
H 5.38 4.86 3.08
H 5.19 6.58 0.01
H 3.47 6.00 0.00
H 2.93 8.15 1.48
H 4.44 8.90 0.87
H 1.52 7.12 0.23
H 1.13 7.84 -1.42
H -0.35 8.60 0.66
H 1.07 9.70 1.09
H 0.31 9.87 -0.52
H 1.41 3.74 4.08
H 2.08 6.48 2.81
H -0.05 5.97 1.29
H 1.33 4.87 0.81
H -0.01 4.28 1.87
H 5.11 1.21 -1.30
H 4.68 0.99 -3.51
H 2.95 0.46 -5.24
H -0.58 0.21 -4.76
H 0.76 -0.02 -5.93
H -0.27 -2.39 -4.09
H 0.94 -2.48 -5.43
H -0.97 -1.49 -7.00
H -0.81 -3.28 -6.67
H -2.86 -1.34 -5.35
H -3.25 -2.63 -6.54
H -3.34 -2.81 -3.70
H -1.86 -3.77 -4.03
H -3.54 -4.47 -2.08
H -4.61 -5.93 -2.15
H -5.31 -4.25 -1.87
H -0.66 0.73 -0.40
H -1.50 -2.86 -1.18
H -2.24 0.07 -2.98
C 3.86 3.88 9.39
Br 5.31 4.96 8.71
Br 2.15 4.45 8.69
Br 4.16 1.99 9.09
H 3.82 4.03 10.46
C -4.02 1.42 5.04
Br -4.78 0.05 6.18
Br -2.24 0.96 4.46
Br -5.16 1.83 3.53
H -3.95 2.32 5.64
C -4.11 -4.16 7.56
Br -2.65 -3.03 7.00
Br -5.78 -3.64 6.74
Br -3.72 -6.03 7.26
H -4.22 -4.03 8.63
C -0.76 9.72 5.70
Br -1.29 11.27 4.66
Br 1.11 9.77 6.16
Br -1.89 9.49 7.25
H -0.91 8.85 5.07
C -2.38 -6.73 3.26
Br -2.40 -4.80 3.43
Br -2.06 -7.29 1.43
Br -1.13 -7.54 4.48
H -3.37 -7.08 3.53
C 3.61 -3.66 2.45
Br 2.51 -4.67 1.21
Br 2.63 -2.17 3.21
Br 4.36 -4.80 3.82
H 4.44 -3.25 1.89
C -0.28 5.97 -3.51
Br -1.39 4.90 -4.68
Br -1.26 7.47 -2.77
Br 0.56 4.90 -2.14
H 0.51 6.39 -4.12
C 4.31 -9.01 5.08
Br 4.08 -10.85 5.65
Br 5.49 -8.88 3.55
Br 2.62 -8.13 4.76
H 4.80 -8.49 5.90
C 0.06 -6.37 -3.80
Br 0.89 -4.64 -3.59
Br 1.36 -7.76 -4.13
Br -1.09 -6.80 -2.30
H -0.58 -6.31 -4.68
C -6.41 2.11 -0.73
Br -7.62 1.31 0.54
Br -6.29 4.03 -0.51
Br -4.66 1.27 -0.68
H -6.82 1.93 -1.72
C 0.34 -11.13 0.65
Br -0.25 -12.78 1.48
Br -1.10 -10.24 -0.29
Br 1.20 -9.95 1.92
H 1.09 -11.40 -0.10
C -5.93 -3.10 -9.13
Br -4.89 -1.52 -9.54
Br -5.27 -4.66 -10.08
Br -6.04 -3.43 -7.23
H -6.94 -2.92 -9.49
C -2.09 -7.30 -9.03
Br -1.76 -8.74 -10.28
Br -1.10 -7.53 -7.39
Br -1.76 -5.57 -9.83
H -3.14 -7.34 -8.78
```

* max |F|: 3.25 eV Å⁻¹
* HOMO: -7.72 eV
* LUMO: -0.50 eV
* multiplicity: 1
* net charge: 0

Here are the Mulliken charges for atoms 1 to 4, given in e:
1 C -0.88
2 C 0.09
3 C -0.96
4 C 0.11

2.
Molecular formula: C43H54N4O6PPdS2Si
Method: DFT, ωB97M-V/def2-TZVPD

Structure (XYZ):
```
112
Properties=species:S:1:pos:R:3
Pd -0.03 0.04 0.00
C -0.46 -7.85 -1.87
O -0.14 -6.60 -1.30
C 0.73 -6.60 -0.24
C 1.32 -7.72 0.30
C 2.20 -7.60 1.37
C 2.50 -6.35 1.87
C 1.92 -5.21 1.31
C 1.02 -5.32 0.27
N 0.41 -4.23 -0.37
C 0.16 -2.97 0.13
N 0.03 -2.92 1.47
C -0.14 -1.81 2.31
C -0.35 -0.51 1.87
C -0.56 0.45 2.88
C -0.52 0.14 4.23
C -0.28 -1.17 4.64
C -0.11 -2.14 3.68
O 0.11 -3.47 4.02
C -1.05 -4.11 4.54
N 0.01 -1.96 -0.66
C 0.11 -2.26 -2.05
C 1.28 -2.11 -2.77
C 1.34 -2.44 -4.12
C 0.22 -2.95 -4.75
C -0.97 -3.12 -4.04
C -1.02 -2.78 -2.69
O -2.12 -2.95 -1.91
C -3.28 -3.46 -2.52
H -1.18 -7.65 -2.66
H -0.92 -8.52 -1.13
H 0.42 -8.34 -2.29
H 1.09 -8.70 -0.10
H 2.66 -8.49 1.79
H 3.19 -6.24 2.69
H 2.20 -4.23 1.68
H 0.06 -4.41 -1.30
H 0.14 -3.79 1.96
H -0.74 1.47 2.59
H -0.66 0.92 4.97
H -0.23 -1.45 5.69
H -1.38 -3.63 5.46
H -0.77 -5.15 4.74
H -1.86 -4.09 3.81
H 2.15 -1.73 -2.26
H 2.26 -2.29 -4.66
H 0.25 -3.20 -5.80
H -1.84 -3.52 -4.55
H -4.04 -3.52 -1.74
H -3.11 -4.46 -2.93
H -3.64 -2.80 -3.32
C -0.87 0.68 -4.57
Si -0.80 1.39 -2.83
C -0.79 3.25 -2.99
C -2.39 0.92 -2.00
N 0.52 0.74 -1.93
C 1.84 1.01 -2.18
C 2.29 1.73 -3.31
C 3.63 2.01 -3.55
C 4.62 1.60 -2.67
C 4.23 0.86 -1.55
C 2.90 0.56 -1.34
O 2.47 -0.25 -0.30
C 3.28 -0.69 0.70
C 4.01 -1.86 0.52
C 4.72 -2.40 1.59
C 4.70 -1.76 2.82
C 3.97 -0.59 2.99
C 3.26 -0.05 1.92
H -1.57 1.23 -5.19
H -1.17 -0.37 -4.54
H 0.12 0.71 -5.05
H -1.64 3.58 -3.60
H 0.13 3.62 -3.46
H -0.88 3.71 -2.01
H -3.25 1.27 -2.58
H -2.46 1.37 -1.01
H -2.48 -0.17 -1.89
H 1.55 2.08 -4.02
H 3.91 2.57 -4.44
H 5.66 1.83 -2.84
H 4.97 0.50 -0.84
H 4.00 -2.35 -0.45
H 5.28 -3.31 1.45
H 5.24 -2.18 3.66
H 3.94 -0.10 3.95
H 2.66 0.85 2.03
C 0.88 6.58 -1.29
C 1.28 5.22 -0.77
C 2.76 4.93 -0.85
O 0.88 5.15 0.63
P -0.22 4.06 1.07
S -1.99 4.47 0.38
S 0.63 2.32 0.63
O -0.12 4.21 2.66
C 0.10 5.40 3.45
C -0.71 6.59 2.96
C 1.58 5.69 3.56
H 1.15 6.67 -2.35
H 1.39 7.37 -0.74
H -0.20 6.72 -1.20
H 0.74 4.45 -1.33
H 3.32 5.67 -0.28
H 3.09 4.96 -1.89
H 2.97 3.94 -0.46
H -0.28 5.11 4.44
H -0.35 6.93 1.99
H -0.60 7.41 3.68
H -1.76 6.34 2.86
H 1.98 6.00 2.60
H 2.12 4.80 3.88
H 1.75 6.49 4.29
```

* max |F|: 0.76 eV Å⁻¹
* HOMO: -3.87 eV
* LUMO: 1.98 eV
* multiplicity: 1
* energy relative to the best compared isomer or geometry (same formula, charge and spin): 6.1 kcal/mol
* net charge: -1

Here are the Mulliken charges for atoms 1 to 4, given in e:
1 Pd 0.00
2 C -1.05
3 O -0.29
4 C 0.74